[1]
C7H12O | the ωB97M-V functional and the def2-TZVPD basis

The calculation puts the frontier orbital gap at 5.02 eV. The energy above the lowest of the compared OMol25 structures with the same formula, charge and spin is 138.6 kcal/mol. The LUMO energy comes out at -0.90 eV.

```
20
Properties=species:S:1:pos:R:3:forces:R:3
C 1.2432 -1.0401 3.2438 -0.62 0.29 -0.28
C 0.3136 -1.5035 2.0932 1.04 -0.30 0.37
C 0.7465 -0.8895 0.7957 -1.42 0.20 -0.35
C -0.2557 -0.1032 0.0526 -0.08 0.45 -0.63
C -0.0066 0.9759 -0.9159 1.02 -0.24 1.38
C -0.7801 1.0256 -2.0706 0.37 0.09 -1.25
C -0.7064 1.8639 -3.1230 -0.83 -0.41 -0.38
O -1.6776 1.6523 -4.1016 0.48 0.76 0.24
H 0.9632 -1.3862 4.2398 -0.03 -0.39 -0.14
H 2.2301 -1.3947 2.9579 0.23 0.23 0.40
H 1.2210 0.0479 3.3032 0.28 0.06 -0.10
H 0.4908 -2.5795 1.9961 -0.26 -0.08 0.10
H -0.7488 -1.3561 2.3006 -0.01 0.29 0.01
H 1.1794 -1.6211 0.1194 1.19 0.50 0.19
H -0.2250 -0.9968 -0.6179 -1.30 0.02 -0.42
H -1.2536 0.1145 0.4553 -0.21 -1.00 0.41
H 0.6383 1.7955 -0.6202 0.48 -0.26 -0.38
H -1.4493 0.2107 -2.3464 -0.29 -0.06 0.76
H -0.0018 2.6364 -3.3990 0.19 0.08 0.56
H -1.9213 2.5477 -4.3629 -0.24 -0.22 -0.49
```
Positions in Å, forces in eV/Å.

=====

[2]
CH2ClPS | the ωB97M-V functional and the def2-TZVPD basis

The expectation value of S² is 2.006. As for the multiplicity: 3. The calculation puts the frontier orbital gap (alpha / beta) at 6.62 / 6.78 eV. The energy above the lowest of the compared OMol25 structures with the same formula, charge and spin is 26.1 kcal/mol. The LUMO energy (alpha / beta) comes out at 0.85 / -2.98 eV.

```
6
Properties=species:S:1:pos:R:3:forces:R:3
C 0.6667 -0.0298 0.0411 -0.24 -0.77 2.94
P -0.9693 0.0458 0.9623 1.04 1.50 3.72
S -0.0535 -1.5777 -0.3282 1.61 -2.90 -2.18
Cl -1.9701 0.9447 -0.4402 -1.64 1.19 -2.01
H 0.6748 0.5610 -0.7936 0.12 1.51 -2.30
H 1.6514 0.0560 0.5586 -0.89 -0.53 -0.17
```
Positions in Å, forces in eV/Å.

=====

[3]
C18H10F2N6S | the ωB97M-V functional and the def2-TZVPD basis

Its SMILES is FC(F)(c1ccc2ncccc2c1)c1nnc2ncc(-c3cccs3)nn12. The calculation puts the frontier orbital gap at 7.41 eV. The LUMO energy comes out at -1.32 eV.

```
37
Properties=species:S:1:pos:R:3:forces:R:3
F -3.8715 -0.6917 0.4955 -0.21 -0.15 0.34
F -2.9121 0.8444 -0.6691 0.28 0.26 0.05
N 0.4544 -2.9364 -2.6967 1.02 2.68 -1.90
N -0.2862 -0.1916 -1.9672 1.99 -0.71 -2.33
N -1.4769 -3.3086 -1.3653 -2.84 -4.59 0.68
N -2.3864 -2.5933 -0.6701 0.95 1.65 0.57
N 0.9555 1.1530 4.2561 2.87 0.39 3.33
S 2.3323 0.5959 -5.0950 -0.71 0.15 0.94
C 0.9793 -1.8355 -3.2782 -1.77 -1.62 1.32
C 0.5631 -0.4645 -2.9845 0.38 0.57 1.78
C -0.5956 -2.6177 -1.9021 1.61 2.79 0.44
C -1.9638 -1.3318 -0.6509 0.44 -2.00 -1.47
C 2.6591 2.3071 -5.1144 -1.37 -0.71 1.86
C 2.0380 2.8713 -4.0026 0.87 -0.41 -1.04
C 1.3247 1.9797 -3.1776 -0.39 0.06 0.38
C 1.3471 0.6678 -3.5792 -0.09 0.45 -1.00
C 1.5183 0.1869 5.0762 -2.21 2.00 -1.92
C -1.6036 1.5066 1.6316 3.36 0.59 1.90
C 1.1393 -1.1133 4.8860 -1.29 -2.81 -0.90
C -1.7615 0.1338 1.3171 -1.43 1.64 1.27
C -0.5825 1.8554 2.6098 -3.75 -3.14 -3.30
C 0.2075 -1.5097 3.9172 1.40 0.79 1.35
C -1.3193 -0.7410 2.2862 -0.82 -1.25 -3.32
C 0.0676 0.8728 3.3331 0.53 -2.84 0.30
C -0.2993 -0.5070 3.1630 -1.08 2.73 -0.51
N -0.7908 -1.3165 -1.4433 -1.67 2.39 0.50
C -2.6692 -0.2190 0.1303 1.42 -1.12 0.07
H 1.7318 -1.9611 -4.0354 0.37 -0.28 0.00
H 3.2464 2.7530 -5.9050 -0.03 -0.07 0.19
H 2.0976 3.8906 -3.6919 0.17 0.62 -0.30
H 0.7886 2.4071 -2.3139 0.23 -0.77 -0.41
H 2.0936 0.4427 5.9705 0.09 0.44 -0.74
H -2.1840 2.2772 1.1483 0.17 0.04 -0.19
H 1.4196 -1.9535 5.4697 0.94 -0.16 0.99
H -0.4379 2.7891 2.9246 0.55 3.81 0.82
H -0.1950 -2.4890 3.7117 0.41 -0.39 0.51
H -1.6280 -1.7530 2.2157 -0.38 -1.03 -0.29
```
Positions in Å, forces in eV/Å.

=====

[4]
C6H29NO9 | the ωB97M-V functional and the def2-TZVPD basis

Its SMILES is COCCNCCOC.O.O.O.O.O.O.O. The calculation puts the frontier orbital gap at 8.07 eV. The energy above the lowest of the compared OMol25 structures with the same formula, charge and spin is 103.4 kcal/mol. The LUMO energy comes out at -0.28 eV.

```
45
Properties=species:S:1:pos:R:3:forces:R:3
O -6.4223 0.1301 1.4496 -0.27 -0.15 -0.13
H -6.9288 0.8469 1.8315 -0.14 0.14 0.06
H -5.5101 0.4055 1.5409 0.36 -0.02 0.07
O -1.3573 2.9109 -2.4193 0.05 -0.24 -0.04
H -1.6540 2.4332 -3.1939 -0.14 -0.30 -0.25
H -0.8409 3.6373 -2.7685 0.32 0.25 -0.01
O -3.8113 2.3057 1.1761 -0.41 -0.66 0.72
H -4.2102 2.9472 1.7639 -0.05 -0.01 0.21
H -3.3812 2.8323 0.5024 0.08 0.85 -0.47
O -1.2527 -1.5584 -1.8679 0.42 -0.07 -0.35
H -1.7259 -2.3880 -1.8032 -0.09 -0.18 0.00
H -1.8373 -0.9167 -1.4646 -0.31 0.11 0.40
O -2.8093 4.0732 -0.5485 -0.21 0.49 0.57
H -3.2707 4.7781 -1.0029 -0.26 0.17 0.06
H -2.3923 3.5696 -1.2476 0.48 -0.32 -0.63
O -3.4898 -1.2051 2.2951 -0.14 0.17 0.29
H -3.4197 -2.1440 2.1223 -0.04 -0.21 -0.02
H -3.1760 -0.7892 1.4921 0.32 0.00 -0.29
O -2.7491 0.3751 -0.2931 0.28 -0.67 -0.59
H -3.2024 0.8706 0.3890 -0.42 0.42 0.44
H -2.2247 1.0286 -0.7561 0.28 0.22 -0.03
C 0.5122 2.2972 1.2174 0.42 -0.97 -0.98
O 1.1650 1.0307 0.9461 -0.72 0.51 1.45
C 1.6178 0.8621 -0.3588 0.76 -0.62 -0.45
C 2.4036 -0.4687 -0.4920 0.03 0.30 0.29
N 3.6760 -0.4658 0.2819 0.29 0.00 -0.46
C 4.2163 -1.7930 0.6592 -1.03 0.44 -0.69
C 4.5458 -2.6299 -0.5929 0.10 0.51 1.13
O 4.7364 -3.9523 -0.1217 -0.15 -0.30 -0.12
C 3.4619 -4.6014 -0.0185 0.38 0.83 -1.07
H 0.1370 2.3992 2.2358 0.65 -0.49 0.15
H -0.3924 2.3718 0.6140 0.02 0.20 -0.44
H 1.2361 3.0712 0.9626 -0.25 0.41 0.11
H 2.2814 1.6665 -0.6762 0.42 0.37 0.25
H 0.8158 0.9148 -1.0952 -0.45 -0.42 -0.02
H 2.5655 -0.6162 -1.5597 0.52 0.34 -0.20
H 1.7692 -1.3316 -0.2892 -0.33 -0.02 0.73
H 3.6115 0.1616 1.0708 -0.17 -0.15 0.05
H 3.5170 -2.2918 1.3301 -0.46 -0.46 -0.28
H 5.1234 -1.8400 1.2618 0.24 1.03 -0.16
H 5.4526 -2.2085 -1.0267 0.33 -0.42 0.13
H 3.8214 -2.5499 -1.4035 -0.48 -0.27 0.14
H 2.7062 -3.9015 0.3382 -0.02 -0.17 0.66
H 3.5319 -5.5146 0.5724 0.05 0.20 -0.15
H 3.1548 -4.7525 -1.0534 -0.23 -0.83 -0.09
```
Positions in Å, forces in eV/Å.

=====

[5]
C2H12NO3 | the ωB97M-V functional and the def2-TZVPD basis

The calculation puts the frontier orbital gap at 11.12 eV. As for the net charge: +1. The energy above the lowest of the compared OMol25 structures with the same formula, charge and spin is 35.0 kcal/mol. The LUMO energy comes out at -3.23 eV.

```
18
Properties=species:S:1:pos:R:3:forces:R:3
C 1.1197 1.5444 -0.3669 -0.86 1.85 0.58
O 0.5743 2.5196 0.5630 -0.51 -0.47 -0.63
C 0.8883 0.1728 0.2098 1.06 0.12 1.84
N -0.2790 -0.5875 -0.3120 0.60 -0.67 -0.08
H 2.1200 1.9582 -0.4501 0.59 -1.33 -0.64
H 0.6045 1.6751 -1.3398 0.25 -0.04 0.50
H 1.2679 2.6373 1.2158 -0.11 0.30 0.24
H 1.7606 -0.4552 0.3511 0.32 -0.61 -1.56
H 0.7683 0.2147 1.2992 -0.93 0.90 -0.21
H -1.0351 -0.0764 -0.8039 0.29 0.01 0.75
H -0.5869 -1.1514 0.4977 -0.58 0.25 -0.43
H 0.0479 -1.2187 -1.0390 -0.15 -0.22 -0.03
H -0.3320 -1.2065 3.6219 1.17 0.82 -0.31
H -1.5358 -1.5234 3.1001 -0.75 0.42 -1.11
O -0.8027 -0.9493 2.8110 -0.42 -1.32 1.16
H -0.9352 -1.7549 -3.1731 -0.43 0.07 -0.76
H -2.1206 -0.6894 -3.4078 0.34 -0.45 -0.31
O -1.5243 -1.1093 -2.7773 0.10 0.38 1.01
```
Positions in Å, forces in eV/Å.

=====

[6]
C5H8N2 | the ωB97M-V functional and the def2-TZVPD basis

Its SMILES is Cc1c[nH]c(N)c1. The calculation puts the frontier orbital gap at 8.31 eV. The energy above the lowest of the compared OMol25 structures with the same formula, charge and spin is 31.1 kcal/mol. The LUMO energy comes out at 0.91 eV.

```
15
Properties=species:S:1:pos:R:3:forces:R:3
C -2.1682 -0.2726 -0.2762 -0.34 -0.20 0.08
C -0.9696 0.0237 0.5961 0.11 0.23 -0.48
C -0.4753 1.2689 0.3386 -0.02 0.09 -0.12
N 0.8735 1.1699 0.1144 0.26 0.08 0.14
C 1.2567 -0.1393 0.2899 -0.04 0.14 0.05
N 2.5877 -0.5020 0.0037 0.07 -0.08 0.03
C 0.1646 -0.8611 0.6930 0.13 0.01 -0.22
H -2.5561 -1.2840 -0.1996 -0.20 -0.04 0.23
H -2.9690 0.4658 -0.1777 -0.02 -0.19 0.16
H -1.7659 -0.1572 -1.2959 -0.43 -0.29 0.12
H -1.0552 2.1471 0.0890 0.28 -0.02 -0.17
H 1.4073 1.8673 -0.3753 0.20 0.02 0.37
H 2.7130 -1.4953 0.1613 0.04 0.12 0.05
H 2.7716 -0.3343 -0.9834 0.09 -0.04 0.20
H 0.1849 -1.8969 1.0220 -0.13 0.17 -0.44
```
Positions in Å, forces in eV/Å.

=====

Number 1: calculated total energy -348.9277 Ha. Number 2: calculated total energy -1238.9149 Ha. Number 3: calculated total energy -1618.2581 Ha. Number 4: calculated total energy -977.8370 Ha. Number 5: calculated total energy -363.5950 Ha. Number 6: calculated total energy -304.7859 Ha.